Entry 1:
Here is a structure of composition C31H30BN6NiO2P from OMol25. Energies are from ωB97M-V/def2-TZVPD.

Summary:
F_max ... 0.535 eV/Å
M ... 619.1 Da
HOMO energy (spin up / spin down) ... -8.08 / -8.75 eV
2S+1 ... 3

Each line ends with the natural charge from an NBO analysis.
Atoms and positions in Å:
1 Ni -0.04 0.39 -0.12  1.333
2 C -2.06 -1.71 -1.01  -0.266
3 N -0.66 -1.74 -0.57  -0.644
4 C -0.40 -2.53 0.63  -0.262
5 C -0.74 -1.68 1.83  0.398
6 N -0.77 -0.38 1.76  -0.549
7 C -1.17 0.06 3.02  0.149
8 C -1.39 1.35 3.50  -0.186
9 C -1.82 1.48 4.80  -0.213
10 C -2.04 0.36 5.62  -0.199
11 C -1.83 -0.93 5.15  -0.239
12 C -1.40 -1.04 3.84  0.089
13 N -1.12 -2.15 3.04  -0.531
14 C -2.45 -0.31 -1.39  0.433
15 N -2.04 0.73 -0.72  -0.563
16 C -2.54 1.84 -1.41  0.168
17 C -2.38 3.20 -1.16  -0.212
18 C -3.00 4.08 -2.02  -0.205
19 C -3.77 3.63 -3.10  -0.204
20 C -3.94 2.29 -3.36  -0.238
21 C -3.30 1.41 -2.49  0.095
22 N -3.23 0.02 -2.44  -0.520
23 H -2.24 -2.38 -1.85  0.209
24 H -2.70 -2.03 -0.19  0.223
25 H -0.05 -2.01 -1.32  0.416
26 H -0.96 -3.47 0.66  0.196
27 H 0.66 -2.78 0.64  0.248
28 H -1.21 2.21 2.87  0.251
29 H -1.98 2.47 5.21  0.226
30 H -2.36 0.50 6.64  0.217
31 H -1.99 -1.79 5.79  0.216
32 H -1.16 -3.11 3.32  0.421
33 H -1.77 3.54 -0.33  0.244
34 H -2.89 5.15 -1.86  0.218
35 H -4.23 4.36 -3.76  0.216
36 H -4.52 1.94 -4.20  0.218
37 H -3.59 -0.61 -3.13  0.421
38 O 1.73 0.67 -3.85  -0.650
39 C 1.45 0.71 -2.66  0.799
40 O 0.30 0.42 -2.13  -0.875
41 C 2.55 1.08 -1.64  -0.848
42 P 2.29 0.04 -0.16  0.855
43 C 3.33 0.67 1.18  -0.384
44 C 3.16 0.11 2.45  -0.192
45 C 3.91 0.55 3.52  -0.202
46 C 4.84 1.57 3.34  -0.188
47 C 5.00 2.14 2.09  -0.211
48 C 4.25 1.69 1.01  -0.128
49 C 3.09 -1.54 -0.64  -0.359
50 C 4.18 -2.09 0.04  -0.145
51 C 4.72 -3.30 -0.37  -0.223
52 C 4.20 -3.98 -1.46  -0.211
53 C 3.12 -3.44 -2.15  -0.196
54 C 2.56 -2.23 -1.74  -0.229
55 H 2.38 2.12 -1.35  0.273
56 H 3.54 0.96 -2.07  0.249
57 H 2.41 -0.67 2.59  0.207
58 H 3.76 0.11 4.50  0.215
59 H 5.42 1.93 4.18  0.216
60 H 5.71 2.95 1.95  0.218
61 H 4.39 2.15 0.04  0.211
62 H 4.60 -1.56 0.88  0.220
63 H 5.57 -3.71 0.16  0.216
64 H 4.63 -4.92 -1.77  0.216
65 H 2.72 -3.95 -3.02  0.216
66 H 1.76 -1.80 -2.32  0.225
67 B 1.18 3.80 2.64  -0.592
68 C 0.73 2.93 1.41  0.390
69 N 0.38 2.26 0.54  -0.700
70 H 1.41 2.98 3.52  0.009
71 H 0.26 4.53 2.95  0.007
72 H 2.18 4.42 2.34  0.015

---

Entry 2:
Here is a cluster of 2 separate species, C33H30BF9O2S in total in a non-equilibrium geometry from OMol25. Energies are from ωB97M-V/def2-TZVPD.

Summary:
Structure (SMILES) ... CC1(C)OB([C@H](c2ccccc2)c2ccc(C(F)(F)F)cc2)OC1(C)C.Cc1ccc(-c2cc(C(F)(F)F)cc(C(F)(F)F)c2)s1
F_max ... 3.481 eV/Å
M ... 672.5 Da
HOMO energy ... -8.51 eV
Energy above the lowest of the compared OMol25 structures with the same formula, charge and spin ... 0.0000 eV

Each line ends with the Löwdin charge.
Atoms and positions in Å:
1 C -2.96 4.78 -2.42  -0.103
2 C -1.88 3.76 -2.34  -0.592
3 C -1.71 2.71 -3.23  -0.132
4 C -0.45 2.06 -3.08  -0.103
5 C 0.34 2.58 -2.05  -0.464
6 B -1.18 -1.42 0.54  -0.542
7 C 1.70 2.23 -1.70  -0.207
8 C 2.31 2.74 -0.54  0.029
9 C 3.65 2.50 -0.27  -0.107
10 C 4.29 3.01 0.99  -0.505
11 F 5.14 4.05 0.75  0.126
12 F 3.36 3.44 1.90  0.113
13 F 5.03 2.03 1.62  0.117
14 C 4.44 1.79 -1.18  0.047
15 C 3.82 1.20 -2.27  -0.117
16 C 4.65 0.38 -3.22  -0.506
17 F 3.94 -0.67 -3.74  0.117
18 F 5.09 1.13 -4.27  0.127
19 F 5.76 -0.16 -2.62  0.110
20 C 2.48 1.41 -2.55  0.061
21 O -2.01 -0.67 1.36  0.135
22 C -3.31 -0.70 0.73  -0.453
23 C -4.31 -0.61 1.86  -0.012
24 C -3.48 0.54 -0.13  -0.008
25 C -3.24 -2.06 -0.10  -0.429
26 C -3.75 -3.24 0.72  -0.008
27 C -3.89 -2.03 -1.47  -0.005
28 O -1.81 -2.27 -0.31  0.132
29 S -0.59 3.80 -1.19  1.083
30 H -3.50 4.62 -3.36  0.083
31 H -3.68 4.71 -1.59  0.082
32 H -2.54 5.79 -2.43  0.082
33 H -2.45 2.49 -3.99  0.113
34 H -0.13 1.25 -3.72  0.109
35 H 1.72 3.31 0.19  0.106
36 H 5.51 1.68 -1.03  0.145
37 H 2.01 0.90 -3.39  0.132
38 H -5.34 -0.72 1.49  0.099
39 H -4.13 -1.34 2.65  0.090
40 H -4.22 0.39 2.31  0.097
41 H -4.51 0.60 -0.52  0.101
42 H -3.30 1.42 0.49  0.097
43 H -2.78 0.58 -0.97  0.085
44 H -4.84 -3.18 0.87  0.096
45 H -3.53 -4.19 0.22  0.097
46 H -3.28 -3.26 1.71  0.100
47 H -4.96 -1.82 -1.39  0.099
48 H -3.43 -1.26 -2.10  0.088
49 H -3.76 -2.98 -1.99  0.096
50 F -1.99 -1.53 5.43  0.104
51 C -0.65 -1.35 5.68  -0.520
52 F -0.57 -0.32 6.58  0.113
53 F -0.21 -2.48 6.31  0.112
54 C 0.08 -1.05 4.41  -0.137
55 C 0.18 0.26 3.95  0.002
56 C 0.52 0.49 2.62  -0.002
57 C 0.65 -0.61 1.76  -0.193
58 C 0.28 -0.62 0.28  -0.045
59 C 1.31 -1.46 -0.45  -0.201
60 C 2.68 -1.14 -0.29  -0.047
61 C 3.68 -2.00 -0.73  -0.079
62 C 3.34 -3.20 -1.36  -0.088
63 C 2.00 -3.54 -1.50  -0.074
64 C 1.00 -2.65 -1.10  -0.023
65 C 0.91 -1.87 2.35  -0.008
66 C 0.52 -2.13 3.65  0.006
67 H -0.06 1.08 4.61  0.124
68 H 0.60 1.51 2.23  0.121
69 H 0.14 0.37 -0.16  0.131
70 H 2.95 -0.22 0.23  0.116
71 H 4.73 -1.74 -0.56  0.108
72 H 4.12 -3.85 -1.76  0.103
73 H 1.73 -4.51 -1.92  0.105
74 H -0.04 -2.94 -1.28  0.106
75 H 1.32 -2.70 1.76  0.134
76 H 0.52 -3.15 4.04  0.130

---

Entry 3:
Here is a cluster of 2 separate species, C7H12 in total from OMol25. Energies are from ωB97M-V/def2-TZVPD.

Summary:
F_max ... 0.370 eV/Å
M ... 96.2 Da
HOMO energy ... -8.42 eV
Energy above the lowest of the compared OMol25 structures with the same formula, charge and spin ... 5.9916 eV

Each line ends with the natural charge from an NBO analysis.
Atoms and positions in Å:
1 C -2.94 0.44 0.21  -0.793
2 C -2.51 -0.69 -0.62  -0.023
3 C 0.12 -0.15 -0.84  -0.401
4 C 1.33 -0.03 0.00  -0.106
5 C 2.73 -0.48 -0.04  -0.397
6 C 2.39 0.98 0.22  -0.398
7 C 0.08 -0.43 0.67  -0.404
8 H -4.04 0.31 0.09  0.280
9 H -2.72 1.42 -0.23  0.222
10 H -2.73 0.45 1.29  0.196
11 H -2.39 -1.56 0.07  0.086
12 H 0.04 -1.00 -1.51  0.234
13 H -0.34 0.76 -1.20  0.223
14 H 3.16 -0.74 -1.01  0.214
15 H 3.11 -1.07 0.79  0.212
16 H 2.59 1.70 -0.57  0.213
17 H 2.54 1.36 1.23  0.212
18 H -0.42 0.30 1.31  0.213
19 H -0.03 -1.47 0.99  0.217

---

Entry 4:
Here is a cluster of 2 separate species, C7H8BrISi in total in a non-equilibrium geometry from OMol25. Energies are from ωB97M-V/def2-TZVPD.

Summary:
F_max ... 3.787 eV/Å
M ... 327.0 Da
HOMO energy ... -8.95 eV
Energy above the lowest of the compared OMol25 structures with the same formula, charge and spin ... 0.0000 eV

Each line ends with the natural charge from an NBO analysis.
Atoms and positions in Å:
1 C -3.02 -0.57 -0.25  -0.221
2 C -2.49 0.70 -0.21  -0.201
3 C -2.19 -1.68 -0.23  -0.202
4 C -1.11 0.87 -0.17  -0.293
5 C -0.81 -1.53 -0.19  -0.280
6 C -0.31 -0.25 -0.15  -0.107
7 C 3.10 0.82 1.25  -1.154
8 Si 2.23 0.39 -0.36  1.082
9 Br 3.20 -1.39 -1.33  -0.300
10 I 2.25 2.27 -1.96  -0.185
11 H -4.09 -0.71 -0.30  0.214
12 H -3.13 1.57 -0.23  0.214
13 H -2.61 -2.67 -0.27  0.214
14 H -0.69 1.86 -0.16  0.219
15 H -0.16 -2.39 -0.20  0.224
16 H 3.69 -0.02 1.61  0.260
17 H 3.77 1.67 1.13  0.258
18 H 2.38 1.07 2.02  0.260

---

Entry 5:
Here is a cluster of 3 separate species, C5H9NO2 in total in a non-equilibrium geometry from OMol25. Energies are from ωB97M-V/def2-TZVPD.

Summary:
Structure (SMILES) ... OC#CO.CC#N.C
F_max ... 4.084 eV/Å
M ... 115.1 Da
HOMO energy ... -8.73 eV
Energy above the lowest of the compared OMol25 structures with the same formula, charge and spin ... 5.9823 eV

Each line ends with the natural charge from an NBO analysis.
Atoms and positions in Å:
1 C -2.36 -0.85 0.98  -0.897
2 C 1.84 -0.40 -2.16  -0.695
3 C 0.96 0.88 0.44  0.085
4 C 0.14 0.85 1.36  0.275
5 C 0.65 -0.54 -1.30  0.272
6 O 1.97 1.59 -0.10  -0.685
7 O -0.35 0.96 2.57  -0.640
8 N -0.40 -1.06 -1.25  -0.342
9 H 1.87 2.52 0.13  0.494
10 H -1.25 0.62 2.59  0.505
11 H -1.53 -0.85 0.22  0.269
12 H -2.07 -1.32 1.92  0.199
13 H -3.15 -1.44 0.52  0.228
14 H -2.75 0.15 1.18  0.191
15 H 2.73 -0.33 -1.54  0.247
16 H 1.78 0.51 -2.76  0.249
17 H 1.92 -1.28 -2.80  0.246

---

Entry 6:
Here is a cluster of 5 separate species, C18H35Cl8N3 in total in a non-equilibrium geometry from OMol25. Energies are from ωB97M-V/def2-TZVPD.

Summary:
Structure (SMILES) ... ClC(Cl)(Cl)Cl.ClC(Cl)(Cl)Cl.c1cc[nH]c1.CCN(CC)CC.CCN(CC)CC
F_max ... 2.662 eV/Å
M ... 577.1 Da
HOMO energy ... -8.04 eV
Energy above the lowest of the compared OMol25 structures with the same formula, charge and spin ... 1.8587 eV

Each line ends with the natural charge from an NBO analysis.
Atoms and positions in Å:
1 C -0.36 3.44 6.30  -0.615
2 C -0.36 4.28 7.63  -0.214
3 N 0.30 5.59 7.45  -0.454
4 C 0.79 6.10 8.71  -0.212
5 C -0.27 6.30 9.79  -0.638
6 C -0.56 6.42 6.59  -0.208
7 C -0.24 7.86 6.59  -0.622
8 H 0.68 3.34 5.99  0.208
9 H -0.83 3.89 5.42  0.203
10 H -0.87 2.50 6.54  0.206
11 H -1.42 4.34 7.88  0.163
12 H 0.16 3.67 8.36  0.196
13 H 1.54 5.40 9.07  0.196
14 H 1.17 7.12 8.61  0.196
15 H -0.64 5.35 10.18  0.200
16 H 0.14 6.89 10.61  0.211
17 H -1.20 6.73 9.41  0.203
18 H -1.62 6.29 6.80  0.158
19 H -0.41 6.08 5.57  0.189
20 H -0.90 8.30 5.84  0.216
21 H 0.82 7.88 6.33  0.214
22 H -0.52 8.37 7.52  0.203
23 C -3.60 -8.24 -2.36  -0.627
24 C -2.52 -7.49 -3.19  -0.233
25 N -1.31 -8.30 -3.37  -0.422
26 C -0.65 -8.20 -2.05  -0.231
27 C 0.61 -9.09 -2.00  -0.633
28 C -0.50 -7.56 -4.42  -0.227
29 C -0.93 -7.90 -5.85  -0.618
30 H -3.94 -9.15 -2.86  0.212
31 H -4.54 -7.70 -2.17  0.212
32 H -3.39 -8.57 -1.34  0.202
33 H -3.00 -7.39 -4.16  0.196
34 H -2.29 -6.48 -2.84  0.167
35 H -0.47 -7.16 -1.79  0.169
36 H -1.34 -8.66 -1.34  0.201
37 H 0.49 -10.04 -2.54  0.223
38 H 1.53 -8.56 -2.23  0.204
39 H 0.89 -9.32 -0.97  0.211
40 H 0.53 -7.87 -4.24  0.197
41 H -0.53 -6.49 -4.23  0.167
42 H -0.37 -7.45 -6.67  0.215
43 H -1.96 -7.55 -5.97  0.201
44 H -0.88 -8.99 -5.97  0.216
45 C 0.77 -0.10 -1.49  -0.197
46 Cl 2.18 -0.52 -2.52  0.040
47 Cl -0.72 -0.42 -2.41  0.062
48 Cl 0.89 -1.14 -0.02  0.039
49 Cl 0.90 1.61 -0.95  0.055
50 C -7.38 -2.18 -7.19  -0.220
51 Cl -5.88 -2.54 -8.04  0.061
52 Cl -8.45 -1.30 -8.35  0.037
53 Cl -8.18 -3.59 -6.64  0.098
54 Cl -6.94 -1.16 -5.74  0.024
55 N 7.51 6.63 -4.56  -0.493
56 C 7.32 6.82 -5.88  -0.087
57 C 6.10 6.20 -6.21  -0.303
58 C 5.47 5.77 -5.05  -0.304
59 C 6.42 5.98 -4.04  -0.085
60 H 8.22 7.08 -4.01  0.413
61 H 8.02 7.37 -6.50  0.211
62 H 5.67 6.19 -7.19  0.217
63 H 4.46 5.42 -4.88  0.228
64 H 6.37 5.90 -2.96  0.203